# 1
66
Properties=species:S:1:pos:R:3 method="wB97M-V/def2-TZVPD" e_tot_ev=-79054.6327
C 3.23 2.86 2.15
C 3.84 2.04 1.03
F 3.62 2.70 -0.19
C 3.34 0.57 0.88
N 3.42 0.19 -0.54
C 2.19 0.19 -1.07
N 1.90 0.44 -2.34
S 3.21 0.67 -3.43
C 0.52 0.47 -2.91
C -0.49 1.30 -2.13
C 0.03 2.66 -1.69
N -1.07 3.49 -1.23
C -1.60 3.13 0.09
C -3.02 2.61 0.03
C -3.31 1.25 0.10
C -4.61 0.79 0.01
C -5.65 1.69 -0.15
C -5.38 3.05 -0.22
C -4.08 3.50 -0.12
O -3.82 4.86 -0.22
N 1.25 -0.11 -0.12
P 0.38 -1.60 -0.51
O -0.74 -1.56 0.64
Cl 1.69 -2.99 0.21
C 1.84 0.32 1.20
P 1.44 -0.77 2.69
C 0.93 0.54 3.87
O 2.92 -1.18 3.26
H 2.60 2.28 2.82
H 2.64 3.67 1.71
H 4.01 3.32 2.75
H 4.92 2.00 1.17
H 4.04 -0.06 1.42
H 4.19 0.52 -1.10
H 3.46 -0.63 -3.66
H 0.66 0.91 -3.90
H 0.19 -0.55 -3.06
H -1.37 1.42 -2.76
H -0.82 0.74 -1.26
H 0.48 3.17 -2.55
H 0.79 2.54 -0.90
H -0.81 4.47 -1.24
H -0.97 2.37 0.57
H -1.59 4.01 0.73
H -2.50 0.54 0.25
H -4.80 -0.28 0.07
H -6.67 1.33 -0.23
H -6.18 3.77 -0.34
H -3.98 5.28 0.63
H -0.47 -2.01 1.46
H 1.36 1.28 1.42
H 0.48 0.07 4.74
H 0.20 1.18 3.37
H 1.77 1.17 4.19
H 3.36 -0.46 3.74
C -0.52 -5.41 -0.59
C -1.25 -6.77 -0.63
C -0.28 -7.80 -1.25
O -2.41 -6.68 -1.31
H -0.31 -5.08 -1.61
H -1.17 -4.66 -0.11
H 0.43 -5.45 -0.03
H -1.36 -7.08 0.45
H -0.06 -7.52 -2.29
H -0.75 -8.79 -1.27
H 0.67 -7.89 -0.70

---

# 2
51
Properties=species:S:1:pos:R:3 method="wB97M-V/def2-TZVPD" smiles="CC(C)N(C)C=O.O.O.O.O.O.O.O.O.O.O.O" e_tot_ev=-31779.6187
C -0.27 -2.06 3.03
C -0.66 -2.85 1.77
C 0.01 -4.17 1.42
N -0.64 -1.91 0.59
C -1.57 -2.17 -0.50
C 0.38 -0.98 0.22
O 1.15 -0.65 1.10
H -0.28 -2.79 3.87
H 0.69 -1.55 2.93
H -0.93 -1.19 3.20
H -1.75 -3.00 1.88
H 1.04 -4.22 1.14
H -0.65 -4.74 0.78
H 0.07 -4.71 2.41
H -2.25 -1.25 -0.53
H -1.08 -2.15 -1.48
H -2.16 -3.06 -0.24
H 0.20 -0.41 -0.69
O 4.02 0.47 -0.37
H 4.07 1.43 -0.48
H 3.84 0.18 -1.27
O -2.47 1.11 -3.01
H -1.97 0.29 -3.06
H -2.11 1.76 -2.41
O 1.05 -2.26 -2.14
H 1.88 -1.79 -2.06
H 0.93 -3.15 -1.79
O -2.64 3.33 -1.51
H -2.84 4.29 -1.48
H -3.50 2.98 -1.24
O 2.49 -3.05 0.25
H 2.14 -2.39 0.87
H 3.33 -2.69 -0.06
O -1.80 4.04 1.52
H -1.81 3.06 1.58
H -2.06 4.24 2.43
O 2.02 2.16 0.87
H 1.09 2.43 0.75
H 1.93 1.21 1.04
O 1.62 1.17 -1.82
H 0.79 1.65 -1.69
H 2.27 1.60 -1.26
O -1.87 1.51 2.58
H -1.30 0.88 2.11
H -2.58 0.85 2.71
O -0.26 2.81 -0.65
H -0.59 3.65 -0.30
H -0.93 2.66 -1.32
O 1.02 3.28 -3.41
H 1.76 2.85 -3.83
H 1.18 3.27 -2.46

---

# 3
9
Properties=species:S:1:pos:R:3 method="wB97M-V/def2-TZVPD" smiles="FCSC(=S)S" e_tot_ev=-37344.3211
F -1.59 -2.07 -0.83
C -1.47 -0.84 -0.22
S -0.41 0.20 -1.23
C 1.03 0.58 0.05
S 1.17 -0.27 1.43
S 2.17 1.68 -0.59
H -2.35 -0.22 -0.11
H -0.92 -0.96 0.78
H 2.38 1.91 0.72

---

# 4
11
Properties=species:S:1:pos:R:3 method="wB97M-V/def2-TZVPD" e_tot_ev=-8774.0107
O 2.02 0.47 -1.15
C 1.29 0.94 -0.33
C -0.02 -0.75 1.09
N -0.87 -0.74 0.00
C -0.93 0.25 -0.87
O -0.10 1.28 -0.64
H 1.58 1.48 0.58
H 0.00 -1.70 1.63
H -0.04 0.15 1.69
H -1.36 -1.59 -0.25
H -1.57 0.23 -1.74

---

# 5
11
Properties=species:S:1:pos:R:3 method="wB97M-V/def2-TZVPD" smiles="C/N=C/N=C=N" e_tot_ev=-7660.7917
C 1.76 -0.66 0.28
N 0.48 -0.08 0.05
C -0.57 -0.70 0.39
N -1.82 -0.15 0.06
C -1.74 0.95 -0.49
N -1.60 1.96 -1.13
H 2.28 -0.75 -0.68
H 2.35 0.02 0.91
H 1.72 -1.65 0.76
H -0.62 -1.67 0.87
H -2.22 2.74 -1.01

---

# 6
9
Properties=species:S:1:pos:R:3 method="wB97M-V/def2-TZVPD" e_tot_ev=-11123.6211
C -2.15 0.14 0.80
N 1.03 0.11 -1.44
N 1.66 -0.02 1.54
N 0.25 -0.77 -1.17
N 0.91 -0.81 1.83
O -1.34 0.93 0.68
O -3.02 -0.61 0.86
H 1.19 0.33 -2.37
H 1.47 0.70 -0.72